Computed, not measured: 15 unconnected molecules or ions with the total composition C46H74F6N3O24S2, with ωB97M-V/def2-TZVPD.

## Properties
- HOMO (eV) = -6.32
- net charge = -1
- gap between HOMO and LUMO (eV) = 7.96

XYZ file:
```
155
Properties=species:S:1:pos:R:3:forces:R:3:mulliken_charge:R:1
C 1.8604 0.9168 0.7950 -0.647 -1.022 1.158 -0.304
F 2.9535 0.4057 1.3970 -0.699 0.302 -0.084 0.024
F 1.7553 2.2005 1.0997 -0.146 -0.090 0.137 -0.075
F 2.0249 0.7852 -0.5026 -0.272 0.084 -0.469 0.238
S 0.2732 -0.0834 1.4930 0.449 1.279 2.473 -0.192
O 0.7167 -1.4780 1.6109 -0.755 1.939 -1.325 0.124
O -0.0595 0.5350 2.7773 0.516 -0.427 -2.164 0.029
N -0.9969 0.4100 0.3626 3.548 -1.287 2.345 -0.673
S -1.2209 -0.9084 -0.3982 -1.564 -1.996 -3.729 0.617
O -0.0825 -1.3317 -1.2022 -0.576 0.127 0.241 0.047
O -1.8942 -1.9085 0.3809 -0.290 -0.285 -0.177 -0.570
C -2.5342 -0.3141 -1.7811 1.106 0.803 0.196 -0.105
F -3.7582 -0.1111 -1.2956 0.382 -0.854 -0.198 -0.148
F -2.1507 0.8470 -2.3350 0.192 -0.118 0.456 -0.139
F -2.5269 -1.1859 -2.8254 -0.545 -0.079 1.083 -0.178
O 4.0205 6.5815 1.0522 0.919 -3.450 -2.079 -0.679
C 4.1126 5.6025 0.2655 -0.659 3.882 2.004 0.571
O 4.9822 4.6172 0.3183 1.869 -0.550 0.895 -0.302
C 4.9062 3.8384 -0.8923 -0.834 -0.377 -0.412 -0.564
C 3.4255 3.9196 -1.1965 -0.380 -0.666 -0.789 0.674
C 3.2039 5.3690 -0.8743 -1.380 0.445 0.282 -0.584
H 5.2650 2.8161 -0.7722 0.229 0.291 0.477 0.332
H 5.4483 4.3400 -1.6939 0.371 0.023 0.146 0.400
H 2.8475 3.2478 -0.5619 0.153 0.279 0.206 -0.898
H 3.1565 3.6226 -2.2102 0.205 0.187 -0.141 0.515
H 2.2457 5.6283 -0.4241 -0.367 -0.034 -0.691 0.197
H 3.4430 6.0488 -1.6921 -0.087 0.019 -0.032 0.362
O -2.6742 0.6014 -5.8395 -3.184 -0.402 -0.357 -0.632
C -3.8790 0.2925 -5.8961 4.588 0.258 0.572 0.563
O -4.8660 1.1580 -5.8125 1.658 2.483 0.452 -0.331
C -6.0965 0.5736 -5.9819 -1.589 0.279 -0.623 -0.280
C -5.8955 -0.8437 -5.5998 -0.340 -1.731 0.394 -0.697
C -4.4074 -1.0867 -5.9040 -1.504 -0.741 -0.016 0.119
H -6.3382 0.7346 -7.0325 -0.483 -0.299 -0.133 0.319
H -6.8356 1.0893 -5.3687 0.067 0.063 -0.041 0.185
H -6.5317 -1.5136 -6.1784 -0.060 -0.016 0.129 0.346
H -6.1199 -1.0076 -4.5458 0.021 0.086 0.045 0.268
H -4.4216 -1.5619 -6.8849 0.881 0.042 -0.018 0.354
H -3.8992 -1.6826 -5.1460 0.065 -0.072 -0.332 -0.163
O -0.9678 -5.3386 -6.9768 0.592 1.568 0.194 -0.587
C -0.6714 -4.4252 -6.2361 -1.419 -1.731 0.337 0.315
O -0.6902 -3.0935 -6.6001 0.092 -1.829 -0.559 -0.402
C -0.4112 -2.2674 -5.5001 0.311 0.260 1.218 0.019
C -0.5279 -3.1635 -4.2589 0.063 0.393 1.017 1.042
C -0.3731 -4.6388 -4.7081 0.095 3.410 -1.637 -0.408
H -1.0807 -1.4073 -5.4933 -0.275 -0.188 -0.046 0.026
H 0.5910 -1.8407 -5.5423 0.250 -0.212 -0.459 0.162
H -1.4639 -2.9606 -3.7385 -0.006 -0.317 -0.115 -0.178
H 0.2577 -2.8920 -3.5537 -0.116 0.071 0.162 -0.492
H -1.0528 -5.2733 -4.1393 0.534 -0.472 -0.552 0.294
H 0.7063 -4.7906 -4.7082 -0.127 -1.014 0.472 0.305
O 4.3384 -2.2886 1.4724 -1.681 -1.498 -3.111 -0.781
C 3.8700 -2.6400 0.3658 2.071 1.283 3.506 0.329
O 3.5548 -3.9143 0.0989 0.614 -0.946 1.293 -0.378
C 3.0729 -4.0841 -1.2241 -0.330 1.393 -0.267 0.312
C 3.6562 -2.8466 -1.8896 -1.079 0.807 -0.939 -0.704
C 3.6049 -1.7515 -0.8116 -0.003 -1.872 0.387 0.921
H 1.9876 -4.0796 -1.1231 -0.168 0.094 -0.444 -0.353
H 3.3794 -4.9779 -1.7675 0.302 -0.252 0.776 0.388
H 3.0198 -2.5655 -2.7287 0.447 -0.042 -0.423 0.165
H 4.6858 -3.0707 -2.1687 -0.051 0.207 -0.268 0.389
H 2.5739 -1.4829 -0.5814 -0.148 0.568 -0.614 -0.889
H 4.3121 -0.9249 -0.8799 -0.322 -0.103 0.011 0.399
O -2.3491 0.1646 8.9430 0.138 0.043 -1.482 -0.650
C -1.8085 0.1725 7.8476 0.914 0.052 3.420 0.441
O -2.4620 0.0575 6.7075 -1.355 0.011 0.222 -0.381
C -1.5696 -0.0197 5.6386 1.486 -0.209 -1.541 1.153
C -0.2938 0.6273 6.1371 0.318 -0.180 -0.215 -0.036
C -0.2735 0.2691 7.6539 -1.135 0.428 -2.611 -0.608
H -1.8698 0.5324 4.7481 -0.721 -0.038 0.264 -0.490
H -1.4090 -1.0501 5.3214 -0.147 -0.191 0.269 -0.316
H -0.4475 1.6764 5.8844 0.624 0.246 0.597 0.079
H 0.5428 0.2263 5.5649 0.138 0.258 0.132 0.183
H 0.2571 1.0055 8.2575 -0.332 -0.377 0.213 0.298
H 0.1399 -0.7394 7.6672 0.104 0.014 0.653 0.320
O -4.2052 2.9566 -0.4645 -2.961 1.289 -3.005 -0.291
C -5.0448 3.2583 -1.3364 2.826 -2.331 3.697 0.111
O -5.8213 4.3473 -1.2405 -0.768 1.087 -0.486 -0.390
C -6.6935 4.4741 -2.4000 0.590 -0.489 0.036 -0.610
C -6.0732 3.4984 -3.3811 -0.063 -0.445 -0.733 -0.400
C -5.3813 2.4425 -2.5592 0.038 0.459 -0.149 0.566
H -6.6697 5.4607 -2.8627 0.196 0.260 0.653 0.328
H -7.7275 4.2642 -2.1263 0.076 -0.219 0.216 0.291
H -5.2607 4.0167 -3.8904 -0.465 0.094 -0.665 0.307
H -6.8136 3.0129 -4.0168 0.157 0.559 -0.520 0.147
H -4.4571 2.0854 -3.0136 -0.147 -0.109 0.070 -0.357
H -6.0681 1.6101 -2.4063 0.243 -0.103 0.661 0.289
O 1.9322 3.1362 6.3496 1.471 0.040 -1.942 -0.668
C 2.5296 3.3434 5.2907 -2.690 -0.472 2.304 0.419
O 2.3751 4.5136 4.6803 -0.512 1.336 -0.544 -0.352
C 3.2601 4.6786 3.5590 0.284 0.227 0.628 -0.069
C 4.1678 3.5090 3.6961 1.591 -1.202 -0.723 -0.177
C 3.3937 2.4517 4.4746 0.541 0.342 0.249 0.364
H 3.8190 5.6011 3.7160 -0.350 0.127 -0.251 0.262
H 2.7971 4.6912 2.5723 -0.725 0.137 0.380 -0.043
H 5.0652 3.8019 4.2409 0.082 -0.124 -0.023 0.430
H 4.4626 3.1605 2.7063 0.292 -0.095 0.109 -0.073
H 3.9715 1.8598 5.1844 0.099 -0.248 -0.470 0.405
H 2.8080 1.8323 3.7952 -0.192 -0.150 0.308 -0.531
O 2.0349 -3.1243 4.5238 -1.998 -0.660 -0.672 -0.673
C 0.9921 -3.4391 3.9722 1.155 0.463 -0.906 0.388
O -0.1980 -2.8649 4.2443 -0.060 0.397 1.149 -0.240
C -1.3463 -3.4504 3.5936 1.330 0.072 -0.537 -0.304
C -0.7504 -4.5344 2.7031 0.945 -0.651 -0.083 0.182
C 0.7838 -4.3796 2.7478 -0.084 0.644 1.484 0.129
H -1.8386 -2.6688 3.0149 -0.164 0.005 0.302 -0.048
H -1.9602 -3.9300 4.3560 -0.247 0.543 -0.017 0.577
H -1.0772 -4.5243 1.6633 -0.426 -0.222 0.451 -0.683
H -0.9471 -5.4556 3.2516 -0.323 -0.417 -0.755 0.543
H 1.2266 -3.8728 1.8904 -0.051 -0.093 0.032 -0.418
H 1.3129 -5.3072 2.9658 -0.018 0.013 -0.306 0.548
C -0.8883 3.5416 3.3519 0.030 1.811 -0.073 -0.072
O -1.4604 4.3744 2.3339 -0.533 -0.507 -0.185 -0.525
H -1.5562 2.7140 3.5908 0.157 0.093 -0.448 -0.152
H 0.1148 3.2365 3.0537 -0.037 -0.497 0.097 -0.113
H -0.8009 4.2104 4.2082 0.252 -0.455 0.628 0.547
H -0.9482 5.1795 2.2282 0.182 -0.150 0.234 0.267
C 0.8978 0.4140 -3.7185 0.074 1.486 0.635 0.877
O 1.0604 1.4477 -4.7322 0.071 -1.315 0.411 -0.596
H 1.3277 0.9067 -2.8464 -0.085 -0.232 0.151 -0.633
H -0.1394 0.2027 -3.4581 -0.065 0.088 -0.416 -0.223
H 1.4271 -0.5347 -3.8073 0.241 0.056 -0.755 0.168
H 0.7781 1.1082 -5.5846 -0.195 -0.067 -0.054 0.284
C -0.6941 3.3448 -1.3695 -0.105 -1.375 0.681 -0.477
O -1.3985 2.9141 -0.1808 0.897 1.917 -1.548 -0.075
H -0.0592 4.2243 -1.2629 -0.286 0.311 0.568 0.237
H -0.0077 2.5483 -1.6567 0.239 -0.165 -0.253 -0.064
H -1.3383 3.4891 -2.2368 -0.375 0.145 0.101 0.172
H -1.2210 1.9768 -0.0738 -0.012 0.323 -0.188 0.625
C -3.6839 0.7142 2.3377 -1.066 0.025 -0.176 -0.523
O -2.9063 1.6539 1.6732 0.123 0.329 0.993 -0.285
H -4.3330 0.2882 1.5726 -0.318 -0.806 0.185 0.096
H -3.1092 -0.0440 2.8696 0.117 -0.294 -0.073 -0.014
H -4.3524 1.1690 3.0686 0.123 0.337 0.095 0.348
H -2.2154 1.1043 1.2962 0.103 0.541 -0.144 0.453
N 6.5895 -0.9299 2.2220 -0.624 0.612 -1.383 0.184
C 6.3887 0.3682 1.7557 1.506 -0.547 1.357 -0.269
C 7.6684 0.9640 1.7489 -1.711 -0.339 -1.038 -0.707
C 8.6042 -0.0602 2.0019 0.597 -0.044 0.191 -0.637
C 7.9048 -1.2117 2.2447 0.278 -0.112 0.964 -0.561
H 5.8834 -1.6521 2.2171 -0.261 0.253 0.020 0.388
H 5.3797 0.7184 1.5958 0.218 0.157 0.044 0.521
H 7.8524 1.9774 1.4240 0.121 -0.017 0.179 0.458
H 9.6802 0.0101 2.0638 -0.071 0.170 -0.110 0.377
H 8.2219 -2.1864 2.5848 0.170 0.081 -0.163 0.409
N -3.3242 -6.3809 -0.8251 1.365 -2.187 -0.148 -0.010
C -2.6663 -5.2558 -0.5035 -2.433 3.103 0.962 -0.905
C -1.3550 -5.3526 -0.6880 2.022 0.490 -0.422 0.388
C -1.0966 -6.6428 -1.1027 -1.083 -2.820 -0.329 -1.310
C -2.3339 -7.3116 -1.1364 0.595 0.586 -0.476 -0.740
H -4.2729 -6.7003 -0.6915 0.167 0.767 0.154 0.219
H -3.1384 -4.3558 -0.1382 -0.416 -0.124 -0.119 0.699
H -0.5952 -4.5883 -0.6176 -0.337 0.230 0.283 0.720
H -0.1358 -7.1048 -1.2756 -0.087 0.027 -0.138 0.432
H -2.6274 -8.3131 -1.4143 0.241 0.043 0.026 0.408
```
Forces are in eV/Å.